9
Properties=species:S:1:pos:R:3:forces:R:3 method="wB97M-V/def2-TZVPD" relative_energy_ev=3.370 homo_ev=-10.074
C 1.479902 1.263126 -0.129759 0.5 0.2 0.4
C -0.366691 -0.528098 -0.190918 -1.8 0.9 1.1
N 2.140824 2.201487 0.008413 -0.2 0.0 -0.2
N 0.009381 -1.707158 0.099429 1.0 -0.2 -0.7
N 0.841730 0.124076 -0.199290 -0.3 -2.0 -0.6
N -1.637142 -0.049332 -0.167186 0.6 0.9 -0.7
O 1.362297 -1.220785 0.031407 1.9 0.2 0.3
H -2.194404 -0.839687 0.099851 -0.8 0.2 0.3
H -1.635897 0.756371 0.448056 -0.8 -0.1 0.1